Computed, not measured: a molecular structure, C16H33GaN4O3S5, with wB97M-V/def2-TZVPD.

```
62
C16H33GaN4O3S5 | OMol25 | wB97M-V/def2-TZVPD
Ga 9.432 11.273 6.017
S 9.772 11.551 8.439
S 11.164 10.216 8.940
S 12.394 9.929 7.283
S 11.353 9.965 5.598
C 12.037 13.272 6.249
N 10.734 13.169 5.561
C 10.974 13.095 4.087
C 9.884 14.308 5.993
C 8.516 14.261 5.284
N 7.776 13.016 5.725
C 6.695 12.729 4.747
C 7.035 13.262 7.017
H 12.602 14.211 6.047
H 12.661 12.411 5.924
H 11.869 13.237 7.311
H 11.254 14.033 3.614
H 10.094 12.661 3.577
H 11.810 12.364 4.006
H 10.402 15.279 5.734
H 9.750 14.376 7.082
H 8.650 14.219 4.182
H 7.869 15.095 5.558
H 5.986 13.595 4.609
H 6.095 11.895 5.082
H 7.094 12.553 3.752
H 6.272 14.058 6.982
H 7.724 13.523 7.822
H 6.599 12.288 7.311
C 4.366 9.367 4.270
C 4.504 8.519 5.565
C 5.977 8.144 5.970
C 5.844 7.014 7.050
C 7.172 6.388 7.485
C 6.679 7.554 4.719
O 6.397 6.492 4.224
N 7.492 8.492 4.021
C 8.047 9.601 4.603
O 8.723 10.445 3.966
N 7.913 9.804 5.947
C 6.744 9.349 6.543
O 6.193 9.954 7.476
H 3.359 9.796 4.204
H 4.532 8.768 3.358
H 5.095 10.169 4.244
H 3.951 7.574 5.404
H 4.034 9.049 6.417
H 5.222 6.233 6.624
H 5.279 7.489 7.869
H 7.652 5.821 6.676
H 7.003 5.678 8.296
H 7.917 7.156 7.839
H 7.751 8.335 3.037
C 11.536 5.363 5.562
S 10.497 6.420 6.514
C 11.537 6.678 7.954
H 11.585 4.362 6.005
H 12.547 5.775 5.410
H 11.018 5.232 4.608
H 11.692 5.746 8.530
H 11.012 7.458 8.553
H 12.456 7.146 7.598
```

Values from the calculation:
Gap between HOMO and LUMO, Eh: 0.2608
Net charge: 0
HOMO, eV: -6.718